Formula: C60H158N10O24
Source: the Open Molecules 2025 dataset
Level of theory: wB97M-V/def2-TZVPD

Results
* frontier orbital gap: 0.3216 hartree
* relative energy (zero: lowest compared OMol25 entry of this formula, charge and spin): 112.8 kcal/mol
* LUMO level: 0.01830 hartree
* total energy: -4733.47318 hartree
* HOMO energy: -8.25 eV

```
252
Properties=species:S:1:pos:R:3:forces:R:3:lowdin_charge:R:1
O 4.612244 -0.253461 -3.701603 0.30 0.34 0.10 -0.079
H 4.243305 -1.140994 -3.711523 -0.24 -0.12 0.00 -0.004
H 3.948476 0.268370 -3.205993 -0.08 -0.34 -0.42 -0.005
O 1.941584 1.238086 -5.865295 -0.37 0.03 0.10 -0.064
H 1.498344 1.761426 -5.164130 0.58 -0.40 -0.28 -0.005
H 2.521134 0.630432 -5.386413 0.06 0.16 0.02 0.022
O 1.155436 -4.382758 -4.975622 -0.06 0.06 -0.17 -0.060
H 1.495608 -4.372897 -5.876134 -0.04 -0.01 0.05 0.037
H 1.549362 -3.602452 -4.557088 0.20 -0.08 0.17 0.005
O 2.191932 -5.601025 -0.950463 -0.01 -0.04 -0.05 -0.090
H 2.955718 -6.214386 -1.074620 -0.60 -0.08 0.29 0.024
H 2.249453 -5.325261 -0.030039 -0.07 -0.09 0.05 0.030
C -4.607093 0.605837 -3.043023 -0.77 -0.57 -0.82 -0.117
O -4.154692 1.855862 -2.580262 0.77 -0.06 0.38 -0.183
C -3.494368 1.773384 -1.317289 -0.44 -0.77 0.11 -0.184
C -2.157478 1.013576 -1.376248 -0.01 1.17 1.83 -0.188
N -1.078345 1.752071 -2.022237 -0.16 -1.61 -0.77 -0.023
C -1.171149 1.669478 -3.478607 1.27 1.27 -0.27 -0.155
C -0.388595 2.841557 -4.074438 -0.57 0.28 -0.59 -0.175
O 1.014564 2.785459 -3.795142 -0.46 0.22 0.80 -0.263
C 1.644637 4.039544 -3.907407 -0.03 0.65 -0.32 -0.084
H -4.529575 0.603938 -4.132698 -0.40 0.28 -0.03 0.091
H -5.633794 0.422743 -2.712969 -0.16 0.20 -0.18 0.090
H -4.104123 -0.342104 -2.808756 0.74 0.56 0.72 0.075
H -4.195943 1.338459 -0.593810 0.17 -0.54 0.00 0.105
H -3.349149 2.765074 -0.882423 0.26 0.29 -0.66 0.114
H -2.258092 -0.025534 -1.689109 0.15 0.17 -0.69 0.100
H -1.862421 0.907370 -0.325409 -0.18 0.06 -0.02 0.081
H -0.984530 2.692636 -1.666174 -0.36 0.16 -0.13 0.094
H -2.203792 1.722295 -3.822290 0.08 0.03 -0.27 0.117
H -0.688407 0.780561 -3.897307 -0.30 -0.34 0.35 0.104
H -0.821178 3.777449 -3.703313 0.16 0.13 0.14 0.129
H -0.465440 2.863111 -5.166982 -0.38 -0.10 0.00 0.108
H 2.723268 3.936183 -3.809717 -0.02 -0.34 -0.15 0.102
H 1.330871 4.771629 -3.154985 -0.28 -0.29 0.25 0.066
H 1.398472 4.498213 -4.869962 0.21 -0.07 -0.16 0.100
C -1.432708 -2.007342 -4.716184 0.77 -0.36 0.71 -0.119
O -1.898179 -1.281641 -5.802236 -0.32 0.21 -0.49 -0.176
C -0.994832 -1.179793 -6.881619 -0.15 -0.81 -0.39 -0.227
C -1.562672 -0.209532 -7.876696 0.18 0.63 0.01 -0.213
N -1.544649 1.136727 -7.304822 -0.60 0.46 -0.25 -0.047
C -2.320273 2.087281 -8.105444 0.72 -0.57 -1.23 -0.219
C -2.388642 3.465147 -7.517403 -0.06 0.04 0.19 -0.250
O -2.942933 4.317592 -8.500653 0.33 0.45 0.43 -0.186
C -3.008901 5.663087 -8.044843 -0.31 -0.30 -0.39 -0.110
H -2.194448 -1.985623 -3.935429 -0.05 0.05 -0.06 0.075
H -0.508319 -1.568185 -4.308680 -0.33 0.02 -0.05 0.053
H -1.166309 -3.053315 -4.918250 -0.26 0.01 -0.31 0.084
H -0.914929 -2.133934 -7.422833 0.06 -0.25 0.30 0.125
H 0.015147 -0.922798 -6.545928 -0.01 0.31 0.09 0.118
H -2.573496 -0.523780 -8.145818 -0.16 0.19 0.35 0.123
H -1.015811 -0.240524 -8.830798 0.23 -0.16 0.10 0.123
H -0.579476 1.450047 -7.347682 0.08 -0.05 0.26 0.103
H -3.305930 1.692662 -8.361641 -0.18 0.01 0.63 0.124
H -1.870815 2.192038 -9.107483 0.12 0.13 -0.02 0.123
H -1.397008 3.853887 -7.252382 0.18 -0.23 0.02 0.115
H -2.969029 3.423572 -6.585812 -0.21 0.29 -0.06 0.127
H -3.738360 5.705562 -7.235105 -0.13 0.39 0.02 0.086
H -3.291896 6.266337 -8.904730 -0.39 -0.01 0.10 0.085
H -2.069313 6.104318 -7.697723 0.30 -0.51 0.12 0.083
C 7.131036 -5.479880 -0.845438 0.33 0.36 0.16 -0.109
O 6.437829 -6.379660 -0.021034 -0.36 -0.59 -0.39 -0.178
C 5.213058 -5.872611 0.487269 0.55 0.53 0.78 -0.211
C 4.281721 -7.003611 0.879199 0.48 0.39 0.08 -0.203
N 3.877239 -7.728233 -0.308725 -0.41 -0.50 -0.55 -0.072
C 3.057461 -8.919897 -0.057196 0.59 -0.16 0.46 -0.181
C 2.987468 -9.819927 -1.276142 -1.08 -0.50 0.09 -0.240
O 4.238428 -10.387783 -1.559481 0.32 0.39 -0.64 -0.187
C 4.192071 -11.624223 -2.254645 -0.01 -0.05 0.50 -0.100
H 7.999314 -5.978597 -1.273650 -0.27 -0.30 -0.18 0.088
H 7.569136 -4.640280 -0.289908 -0.34 0.12 0.19 0.089
H 6.473449 -5.083220 -1.623303 0.11 0.00 -0.15 0.081
H 4.729807 -5.175598 -0.203776 0.07 -0.13 -0.30 0.101
H 5.493981 -5.293023 1.374569 -0.41 0.12 0.17 0.130
H 3.404453 -6.594342 1.388183 -0.11 0.14 -0.17 0.125
H 4.783694 -7.565041 1.676390 0.08 -0.51 -0.33 0.102
H 4.676271 -8.101397 -0.813338 0.32 0.42 0.19 0.120
H 2.036325 -8.742364 0.288422 0.01 0.65 -0.21 0.120
H 3.553988 -9.418678 0.787542 -0.22 -0.64 -0.16 0.115
H 2.526638 -9.317283 -2.137130 0.57 0.49 -0.11 0.131
H 2.228607 -10.600121 -1.113792 0.26 -0.23 0.52 0.119
H 3.497316 -11.694310 -3.095708 -0.28 0.46 0.12 0.087
H 3.922082 -12.367611 -1.501531 0.03 -0.44 -0.29 0.089
H 5.173086 -11.828528 -2.676141 0.15 0.04 0.28 0.086
C -2.683741 -7.407121 5.537915 -1.16 -0.52 1.03 -0.135
O -1.405966 -6.844002 5.446190 -0.16 -0.39 -0.32 -0.165
C -1.300837 -5.932486 4.387059 1.09 1.27 -0.31 -0.244
C -1.401893 -6.480211 2.961142 -0.96 -0.13 -0.01 -0.199
N -0.918280 -5.529291 1.980927 0.89 -0.38 0.19 -0.050
C -1.072190 -5.888447 0.594061 -1.30 1.15 -1.26 -0.203
C -1.083484 -4.613300 -0.281866 1.03 -0.43 0.62 -0.213
O -2.065513 -3.716076 0.209662 0.00 -0.19 -0.19 -0.189
C -2.211060 -2.588481 -0.640246 0.56 0.22 0.90 -0.119
H -2.931260 -8.232350 4.862997 0.41 0.28 -0.55 0.087
H -3.488463 -6.663664 5.498600 0.16 0.22 -0.40 0.091
H -2.839204 -7.863023 6.521043 0.58 0.13 0.13 0.085
H -0.332688 -5.424752 4.480105 0.32 -0.56 0.00 0.106
H -1.949446 -5.061922 4.560429 -0.73 -0.40 -0.23 0.107
H -2.450271 -6.734434 2.738669 -0.15 -0.03 0.10 0.114
H -0.881798 -7.438503 2.880131 0.39 0.15 0.08 0.125
H -1.203605 -4.578477 2.155597 -0.35 -0.07 -0.01 0.084
H -2.055149 -6.288514 0.296111 -0.22 -0.51 0.79 0.116
H -0.344037 -6.598530 0.202937 0.35 0.12 0.25 0.107
H -1.271856 -4.861168 -1.329071 -0.04 -0.12 -0.02 0.130
H -0.091280 -4.148585 -0.221329 0.00 0.24 -0.13 0.106
H -2.882692 -1.908186 -0.111661 1.90 -1.51 -1.42 -0.004
H -2.655561 -2.854375 -1.599490 0.23 -0.03 -0.27 0.108
H -1.262191 -2.045348 -0.699657 0.15 -0.27 -0.73 0.080
C -1.034168 10.642009 -1.232110 -0.16 -0.27 -0.12 -0.120
O 0.116775 9.840322 -1.351585 0.24 -0.05 -0.38 -0.208
C 0.890389 9.732453 -0.177720 0.09 0.29 -0.22 -0.226
C 2.187829 9.000473 -0.477972 0.76 0.42 -0.01 -0.210
N 2.684726 8.469449 0.804166 -0.78 -1.60 -0.73 -0.048
C 3.959280 7.721461 0.712705 0.25 1.37 0.71 -0.206
C 3.772660 6.361848 1.336128 0.33 -1.01 -0.84 -0.211
O 2.828718 5.584180 0.605629 -0.76 0.04 -0.01 -0.237
C 3.251484 5.207298 -0.706962 -0.10 -0.09 1.15 -0.080
H -0.847716 11.691233 -1.477707 0.16 0.03 0.12 0.088
H -1.480465 10.565077 -0.236766 0.04 0.01 0.05 0.082
H -1.746354 10.246867 -1.958627 -0.10 0.13 0.02 0.083
H 0.310822 9.187745 0.576889 0.08 0.02 0.12 0.115
H 1.142123 10.730400 0.199766 -0.12 -0.04 0.20 0.128
H 2.960595 9.656124 -0.892075 -0.26 0.26 0.01 0.121
H 2.044790 8.230227 -1.249196 -0.24 -0.13 0.13 0.111
H 2.049590 7.667451 0.865666 -0.31 0.43 0.84 0.072
H 4.681387 8.260756 1.337406 0.22 -0.08 -0.27 0.117
H 4.328111 7.725673 -0.317105 0.13 -0.40 0.07 0.112
H 3.408882 6.424298 2.361717 -0.21 0.21 -0.08 0.126
H 4.692229 5.763257 1.373661 0.26 0.38 -0.01 0.123
H 3.157990 6.025621 -1.421024 0.29 0.07 -0.05 0.081
H 2.593522 4.401139 -1.024634 0.01 -0.06 0.00 0.059
H 4.268063 4.828400 -0.582250 0.17 0.03 -0.66 0.099
C 3.676857 -3.545157 -2.694739 -0.31 0.72 1.11 -0.090
O 2.705963 -2.640219 -3.223093 1.02 0.60 -0.71 -0.245
C 1.876688 -2.022728 -2.243176 -0.59 -0.48 -0.18 -0.180
C 1.311629 -0.698122 -2.779300 0.44 -0.95 0.71 -0.177
N 2.148183 0.516082 -2.569350 -1.45 -0.17 0.18 -0.041
C 2.510310 0.865325 -1.193400 -0.83 -0.51 0.99 -0.162
C 1.427519 0.779737 -0.076241 0.14 0.74 -1.73 -0.220
O 0.830741 -0.488546 -0.038781 0.14 -0.33 0.68 -0.204
C -0.007919 -0.641611 1.104818 0.96 0.46 -0.56 -0.074
H 3.188364 -4.038809 -1.849932 0.31 -0.74 -0.62 0.049
H 4.534513 -3.031275 -2.240139 0.02 0.46 -0.26 0.085
H 4.070976 -4.168877 -3.490640 -0.40 -0.30 0.02 0.099
H 2.354048 -1.944416 -1.264447 0.33 0.28 -0.18 0.113
H 1.073772 -2.760116 -2.094576 -0.31 0.40 0.19 0.124
H 0.313263 -0.563296 -2.353849 0.13 0.03 0.19 0.091
H 1.134518 -0.865371 -3.844423 0.49 0.38 -0.10 0.093
H 1.440870 1.217501 -2.810296 0.88 0.22 -0.18 0.067
H 2.752598 1.930129 -1.200364 0.44 -0.03 -0.09 0.107
H 3.363998 0.293249 -0.823713 0.22 0.00 -0.36 0.113
H 0.655017 1.510442 -0.345561 -0.04 0.01 0.27 0.081
H 1.939615 1.120037 0.831763 -0.23 -0.44 0.43 0.124
H -0.842069 0.067220 1.037326 0.04 -0.17 0.24 0.067
H 0.619395 -0.416637 1.972300 -0.42 -0.20 0.40 0.093
H -0.353893 -1.671758 1.093252 -0.02 0.06 0.17 0.068
C 4.303671 -8.540254 4.144522 -0.57 -0.48 -0.76 -0.121
O 3.970086 -7.222682 4.484400 0.92 0.67 0.52 -0.187
C 2.818097 -7.087182 5.267903 -1.54 -0.52 0.03 -0.229
C 2.500387 -5.664078 5.663657 1.62 1.18 0.44 -0.216
N 2.833491 -4.703300 4.600343 -1.06 -1.20 0.58 -0.056
C 2.672438 -3.343424 5.087342 0.23 -0.19 -1.76 -0.192
C 2.726799 -2.406049 3.875758 -0.06 0.22 0.68 -0.234
O 4.072422 -2.225613 3.465846 -0.17 0.04 -0.27 -0.177
C 4.123349 -1.501503 2.254761 0.14 0.07 -0.13 -0.116
H 3.602267 -8.878398 3.371616 -0.08 -0.23 0.03 0.078
H 4.272512 -9.278480 4.950396 -0.07 0.33 0.38 0.090
H 5.290700 -8.589134 3.689176 0.12 0.37 0.17 0.087
H 2.882136 -7.669442 6.194530 0.09 -0.22 -0.11 0.126
H 1.944058 -7.444113 4.703926 0.09 -0.30 -0.09 0.123
H 3.075928 -5.398017 6.571356 0.34 -0.17 -0.06 0.114
H 1.489156 -5.519017 6.051314 -0.33 -0.41 -0.66 0.109
H 3.752863 -4.955864 4.262260 0.14 0.50 -0.01 0.104
H 3.438403 -3.104700 5.833787 -0.26 0.39 0.16 0.126
H 1.651222 -3.280332 5.468632 0.14 0.14 0.38 0.113
H 2.222433 -1.458933 4.110481 0.34 0.23 0.11 0.115
H 2.144544 -2.831089 3.051736 0.00 -0.31 0.02 0.111
H 5.100134 -1.606164 1.783037 0.10 -0.19 0.23 0.086
H 3.964770 -0.429566 2.413589 -0.20 0.04 0.08 0.086
H 3.374450 -1.873566 1.547356 -0.08 0.04 -0.04 0.076
C -6.365759 -1.350825 1.851401 0.00 0.50 0.17 -0.108
O -5.517415 -0.926667 0.805639 -0.05 0.56 0.15 -0.174
C -4.165612 -1.346664 0.870049 -1.49 1.18 0.23 -0.229
C -3.401550 -0.771696 2.044847 0.91 -0.44 -1.02 -0.203
N -3.209456 0.672117 1.906757 -1.21 0.16 0.32 -0.006
C -4.300853 1.420924 2.530421 -0.21 0.92 0.79 -0.170
C -4.069178 2.926051 2.481285 0.31 0.07 -0.92 -0.145
O -2.920488 3.267812 3.244075 -4.42 4.64 -1.45 -0.271
C -2.761000 4.670868 3.315930 -1.61 1.48 -0.40 -0.076
H -7.282508 -0.768762 1.754431 -0.30 -0.55 -0.51 0.092
H -6.079055 -1.052787 2.868740 0.72 -0.22 -0.10 0.077
H -6.491898 -2.432337 1.804295 -0.37 -0.06 0.12 0.093
H -3.655868 -0.916865 0.002891 -1.44 0.90 0.20 0.086
H -4.112620 -2.431123 0.728028 -0.25 -0.06 0.82 0.132
H -2.379893 -1.156198 1.938259 -0.45 -0.25 0.16 0.086
H -3.840950 -1.171721 2.967470 0.07 0.54 0.20 0.111
H -2.408852 0.976252 2.453644 0.22 -0.77 -0.38 0.061
H -4.328773 1.150947 3.596726 -0.58 -0.01 -0.04 0.118
H -5.275131 1.263493 2.069070 0.14 -0.41 -0.11 0.122
H -4.903462 3.550498 2.814063 -0.28 -0.42 0.09 0.128
H -3.860813 3.181564 1.432208 -0.15 0.18 0.00 0.125
H -3.636776 5.117111 3.805152 -0.03 -0.09 0.23 0.099
H -2.764702 5.154804 2.333519 0.35 -0.28 -0.20 0.090
H -1.875783 4.903790 3.900767 -1.16 0.79 -1.06 0.063
C -0.208588 4.147053 0.644175 0.00 -0.45 -0.53 -0.092
O -1.100248 4.980757 -0.071564 0.35 -0.03 0.89 -0.189
C -0.479652 6.123553 -0.635475 -0.72 0.56 -0.41 -0.200
C -1.635922 7.081355 -0.881778 -0.01 -0.78 -0.22 -0.208
N -2.192933 7.642788 0.336965 -0.82 0.15 0.37 -0.026
C -3.514890 8.246910 0.097930 -0.17 -0.52 -0.72 -0.205
C -4.408392 8.244554 1.339260 -0.31 1.29 -0.47 -0.226
O -4.919186 6.985287 1.716483 0.81 -0.65 -0.68 -0.195
C -5.757314 7.013783 2.839419 -0.24 0.32 0.05 -0.121
H 0.390230 4.646876 1.408788 -0.03 0.35 -0.19 0.085
H 0.458850 3.669541 -0.082020 0.28 -0.07 0.21 0.073
H -0.784954 3.362361 1.137583 -0.17 0.01 -0.18 0.086
H -0.076255 5.876531 -1.624369 0.32 -0.10 0.06 0.113
H 0.305862 6.555785 -0.011037 -0.01 -0.20 0.19 0.108
H -2.355293 6.394951 -1.355981 -0.30 0.34 -0.24 0.123
H -1.368245 7.849764 -1.605702 0.08 0.16 0.20 0.109
H -2.464727 6.873396 0.945644 0.68 -0.26 -0.03 0.083
H -4.016807 7.741211 -0.742624 -0.24 -0.50 0.32 0.119
H -3.433288 9.241324 -0.350075 0.18 0.34 0.72 0.100
H -5.249385 8.908324 1.104348 -0.18 0.00 -0.03 0.120
H -3.878189 8.767172 2.143306 0.16 -0.38 0.33 0.127
H -6.231210 6.046765 3.009504 0.37 -0.20 -0.28 0.082
H -6.590495 7.703643 2.658920 0.14 0.27 0.29 0.090
H -5.179360 7.271299 3.732606 -0.22 0.23 0.10 0.090
C -1.218197 -2.254566 3.832085 -0.36 0.27 0.75 -0.102
O -0.614989 -1.135179 4.461839 0.38 -0.28 -0.17 -0.202
C -1.294520 -0.740277 5.648432 0.19 0.86 -1.18 -0.172
C -2.422501 0.270348 5.316416 0.15 -0.82 1.21 -0.182
N -1.974476 1.655487 5.289566 0.47 -0.07 -0.29 -0.003
C -1.351888 2.023708 4.025638 2.45 -1.51 -0.11 -0.233
C -0.647525 3.367523 4.168850 0.05 -0.71 0.53 -0.231
O 0.554545 3.256533 4.892785 0.35 -0.24 -0.05 -0.171
C 1.542079 4.218295 4.549294 -0.52 -0.38 0.59 -0.091
H -1.252054 -3.083866 4.540292 0.18 -0.24 -0.09 0.071
H -0.651187 -2.507198 2.942775 0.22 -0.11 0.10 0.070
H -2.248011 -2.039214 3.526616 0.37 -0.26 0.35 0.062
H -0.595280 -0.139413 6.235336 0.28 -0.37 0.07 0.123
H -1.567899 -1.626417 6.228402 -0.38 0.05 -0.02 0.119
H -3.149788 0.073610 6.113763 -0.27 0.63 -0.04 0.115
H -2.929145 0.054697 4.375037 0.26 -0.18 0.16 0.074
H -1.222135 1.833480 5.950984 -0.42 -0.40 0.56 0.105
H -2.112571 2.194226 3.256006 2.47 -1.74 1.22 0.016
H -0.604215 1.338997 3.603454 0.49 -0.50 0.71 0.124
H -1.313673 4.049763 4.713001 1.03 -0.95 0.66 0.104
H -0.530368 3.770175 3.155972 0.56 0.02 0.29 0.093
H 1.126203 5.228282 4.489246 -0.11 0.02 -0.30 0.089
H 2.017048 3.904208 3.618840 0.24 0.33 -0.07 0.086
H 2.232347 4.237394 5.391021 0.31 -0.13 -0.24 0.088
```
Forces are in eV/Å.